*one*
Computed, not measured: a 2-piece molecular cluster, C3H9O3 overall, with wB97M-V/def2-TZVPD.

Structure (XYZ):
```
15
C3H9O3 | the OMol25 dataset | wB97M-V/def2-TZVPD
C -0.5974 -0.1769 -1.4096
C -0.1569 1.0493 -0.6880
O -0.8593 0.9879 0.5454
C -0.8587 -1.2650 -0.3069
O -0.7146 -1.3032 1.0940
H -0.0118 -0.3490 -2.3115
H -1.6346 -0.3702 -1.8054
H 0.9205 1.2957 -0.3668
H -0.4254 2.0628 -1.1673
H -0.6530 0.1414 1.1457
H -1.9429 -1.6115 -0.5686
H -0.2202 -2.0914 -0.5754
H 2.1275 0.9412 1.5002
H 2.2762 0.0193 2.7317
O 2.7506 0.6696 2.1825
```

## Properties
Charge: -1
HOMO level in eV: -2.923
Gap between HOMO and LUMO in eV: 7.13

*two*
Computed, not measured: a 2-piece molecular cluster, C3H9O3 overall, with wB97M-V/def2-TZVPD.

Structure (XYZ):
```
15
C3H9O3 | the OMol25 dataset | wB97M-V/def2-TZVPD
C -0.8770 -0.7268 0.7301
C 0.4076 -0.2984 -0.0773
O 0.8949 1.0709 -0.5993
C -2.0763 -0.2791 -0.0907
O -3.2787 -0.2390 0.5258
H -1.1767 -0.2993 1.7363
H -0.8689 -1.8083 0.8644
H 1.1886 -0.8698 0.4808
H 0.3955 -0.7485 -1.0554
H 0.0032 1.4326 -0.4585
H -1.9092 0.7771 -0.4245
H -1.9183 -0.8884 -1.0665
H 3.8198 1.4498 -0.1324
H 2.1776 0.7129 -0.3142
O 3.2179 0.7143 -0.1186
```

## Properties
Charge: -1
HOMO level in eV: -2.665
Gap between HOMO and LUMO in eV: 6.35

The computed energies, referenced to the most stable structure and given in eV, are *one* 0.000; *two* 0.367.

*one*
Computed, not measured: one molecule with the formula C17H19N3O2S, with wB97M-V/def2-TZVPD.

Structure (XYZ):
```
42
C17H19N3O2S | the OMol25 dataset | wB97M-V/def2-TZVPD
C 5.3255 0.7162 -0.7018
C 4.0448 0.5754 0.1007
O 3.9467 -0.1494 1.0659
N 3.0414 1.3527 -0.3908
C 1.7092 1.4247 0.0409
C 0.7657 2.0005 -0.8021
C -0.5726 2.0137 -0.4692
C -1.0232 1.4419 0.7233
N -2.3798 1.3579 1.0633
C -3.3695 1.7739 0.0902
C -3.5017 0.7333 -1.0594
N -2.7609 -0.4526 -0.6770
C -1.5878 -0.6943 -1.3304
O -1.4041 -0.2183 -2.4430
C -0.5017 -1.4861 -0.7319
C 0.6996 -1.6156 -1.3843
C 1.6908 -2.2669 -0.6320
C 1.2498 -2.6299 0.6002
S -0.3834 -2.1881 0.8526
C -3.1813 -0.9257 0.6168
C -2.8313 0.1354 1.7008
C -0.0475 0.9817 1.6139
C 1.2901 0.9582 1.2807
H 6.0969 0.0975 -0.2530
H 5.6552 1.7531 -0.7056
H 5.1630 0.3954 -1.7290
H 3.2281 1.8545 -1.2481
H 1.0737 2.4156 -1.7514
H -1.2587 2.4426 -1.1796
H -4.3190 1.8624 0.6266
H -3.1154 2.7606 -0.2948
H -3.0745 1.0982 -1.9936
H -4.5504 0.4711 -1.2291
H 0.8406 -1.2332 -2.3789
H 2.6908 -2.4488 -0.9811
H 1.7856 -3.1282 1.3830
H -2.7334 -1.8908 0.8404
H -4.2670 -1.0666 0.5637
H -3.7167 0.3700 2.2994
H -2.0650 -0.2514 2.3656
H -0.3283 0.6243 2.5921
H 2.0101 0.5560 1.9729
```

## Properties
SMILES string: CC(=O)Nc1ccc(N2CCN(C(=O)c3cccs3)CC2)cc1
Charge: 0
HOMO level in eV: -7.333
Gap between HOMO and LUMO in eV: 7.93

*two*
Computed, not measured: one molecule with the formula C17H19N3O2S, with wB97M-V/def2-TZVPD.

Structure (XYZ):
```
42
C17H19N3O2S | the OMol25 dataset | wB97M-V/def2-TZVPD
O 1.8816 -2.4042 1.3135
C 1.6750 -2.8057 0.1784
N 0.4567 -3.2300 -0.2321
C -0.6984 -3.2682 0.6356
C -1.7644 -2.2698 0.1652
O -2.7061 -2.6605 -0.5036
N -1.6086 -0.9772 0.5054
C -0.4890 -0.3604 1.1820
C 0.1975 0.6097 0.2049
N -0.7162 1.6087 -0.2989
C -0.9093 2.8049 0.3876
C -1.6470 3.8327 -0.2117
C -1.8169 5.0496 0.4153
C -1.2478 5.2909 1.6548
C -0.4992 4.2927 2.2504
C -0.3319 3.0666 1.6333
C -1.8380 0.9714 -0.9555
C -2.5508 0.0047 0.0034
C 2.7357 -2.8425 -0.8327
C 2.7607 -3.3157 -2.1189
C 4.0163 -3.1526 -2.7311
C 4.9228 -2.5594 -1.9058
S 4.2699 -2.1905 -0.3675
H 0.3161 -3.5258 -1.1837
H -1.1561 -4.2611 0.5861
H -0.3633 -3.0742 1.6554
H 0.2349 -1.0914 1.5349
H -0.8765 0.1985 2.0416
H 1.0578 1.0842 0.6739
H 0.5612 0.0348 -0.6559
H -2.0757 3.6875 -1.1916
H -2.3930 5.8213 -0.0746
H -1.3819 6.2433 2.1441
H -0.0433 4.4616 3.2154
H 0.2514 2.3152 2.1420
H -2.5512 1.7130 -1.3082
H -1.4611 0.4104 -1.8178
H -3.3539 -0.5275 -0.5079
H -2.9617 0.5675 0.8490
H 1.9242 -3.7725 -2.6181
H 4.2348 -3.4621 -3.7373
H 5.9452 -2.3180 -2.1190
```

## Properties
SMILES string: O=C(NCC(=O)N1CCN(c2ccccc2)CC1)c1cccs1
Charge: 0
HOMO level in eV: -7.675
Gap between HOMO and LUMO in eV: 7.93

The computed energies, referenced to the most stable structure and given in eV, are *one* 0.249; *two* 0.000.

*one*
Computed, not measured: a 10-piece molecular cluster, C36H100N8O10 overall, with wB97M-V/def2-TZVPD.

Structure (XYZ):
```
154
C36H100N8O10 | the OMol25 dataset | wB97M-V/def2-TZVPD
C 2.1215 2.3151 1.7916
O 2.6615 3.6187 1.9100
C 4.0424 3.6101 2.2991
C 4.1726 3.4280 3.7992
C 3.5852 4.6168 4.5916
N 5.6376 3.3000 4.0553
H 2.8415 1.6329 1.3339
H 1.2552 2.3686 1.1326
H 1.7887 1.9508 2.7674
H 4.4938 2.7546 1.7923
H 4.4728 4.5685 2.0188
H 3.6962 2.5512 4.2352
H 2.4993 4.4908 4.5562
H 3.7954 5.6203 4.2229
H 3.9250 4.5017 5.6210
H 6.0108 4.2041 4.3431
H 5.7588 2.7966 4.9336
C -4.2745 -4.7433 0.0892
O -5.0782 -5.7135 0.7576
C -6.0593 -6.3245 -0.0915
C -5.3926 -7.0701 -1.2482
C -6.3333 -7.9366 -2.0770
N -4.3571 -7.9994 -0.7181
H -3.7375 -4.2580 0.8985
H -4.8758 -4.1183 -0.5746
H -3.5204 -5.2690 -0.5102
H -6.5035 -7.1073 0.5287
H -6.8223 -5.5776 -0.3138
H -4.8373 -6.3755 -1.8877
H -5.8618 -8.2636 -3.0068
H -7.1923 -7.3521 -2.4214
H -6.5518 -8.8460 -1.5224
H -3.5376 -7.8928 -1.3227
H -3.8979 -7.5599 0.0910
C -5.3114 2.2420 -1.3329
O -5.4926 1.0427 -0.5944
C -5.4901 1.3073 0.8113
C -5.7183 0.0298 1.6015
C -7.1723 -0.4477 1.5535
N -5.2548 0.2313 2.9851
H -4.6823 2.1104 -2.2058
H -4.9520 3.1106 -0.7675
H -6.3266 2.5965 -1.5485
H -4.4414 1.5817 0.9867
H -6.1675 2.1069 1.1255
H -5.0656 -0.7433 1.1931
H -7.9353 0.3187 1.7223
H -7.2959 -1.1959 2.3380
H -7.4525 -0.8442 0.5740
H -5.4745 -0.6319 3.4762
H -5.8135 0.9347 3.4660
C 6.9524 -1.7914 -4.3389
O 6.9100 -2.2383 -3.0054
C 7.3597 -1.3643 -2.0073
C 6.2710 -1.1866 -0.9395
C 5.7628 -2.5298 -0.3812
N 5.0799 -0.4585 -1.4147
H 7.8674 -2.0718 -4.8699
H 6.7090 -0.7320 -4.4476
H 6.1706 -2.3564 -4.8576
H 8.1968 -1.8049 -1.4492
H 7.6656 -0.3789 -2.3676
H 6.6319 -0.6132 -0.0831
H 5.0660 -2.3019 0.4255
H 6.6225 -3.0331 0.0732
H 5.2944 -3.2516 -1.0468
H 5.2295 0.5027 -1.7113
H 4.9725 -0.9093 -2.3309
C 3.1041 4.1910 -2.1277
O 4.4729 4.0885 -2.5007
C 5.1905 3.3049 -1.5856
C 6.6505 3.1681 -2.0668
C 6.7545 2.8906 -3.5488
N 7.3651 2.1725 -1.2952
H 2.9200 5.0714 -1.5146
H 2.7796 3.3053 -1.5699
H 2.5096 4.1392 -3.0397
H 5.1555 3.7387 -0.5796
H 4.8316 2.2813 -1.4134
H 7.0755 4.1726 -1.9353
H 6.2207 3.6056 -4.1685
H 6.3161 1.9091 -3.7630
H 7.8102 2.9200 -3.8248
H 8.2304 1.8001 -1.6554
H 7.5451 2.3794 -0.3231
C -1.4662 5.0654 3.7062
O -1.9281 4.0812 4.5862
C -2.2368 2.8503 3.9237
C -2.0439 1.6900 4.9103
C -0.6204 1.5187 5.3727
N -2.5513 0.4712 4.2976
H -2.1763 5.4263 2.9470
H -0.5936 4.7343 3.1296
H -1.2128 5.9544 4.2839
H -3.2459 2.8977 3.5037
H -1.5549 2.7449 3.0669
H -2.6439 1.9765 5.7814
H -0.2905 2.3831 5.9535
H 0.0157 1.4885 4.4797
H -0.4801 0.6329 5.9863
H -3.5566 0.4285 4.1380
H -2.2314 0.3404 3.3314
C 1.7307 0.3185 -0.9570
O 0.7666 0.0673 0.0516
C -0.3228 -0.7164 -0.4003
C -1.2031 -0.9136 0.8250
C -2.4144 -1.7835 0.5366
N -1.6574 0.3454 1.3963
H 2.2209 1.2631 -0.7266
H 1.2124 0.5505 -1.8943
H 2.4808 -0.4547 -1.1101
H -0.9153 -0.2276 -1.1862
H 0.0459 -1.6806 -0.7627
H -0.5228 -1.4475 1.4963
H -2.1045 -2.8357 0.4913
H -2.9099 -1.5412 -0.4042
H -3.0728 -1.8485 1.4033
H -0.8967 0.8920 1.7993
H -1.9149 0.9513 0.6132
C 3.0928 -0.1719 -4.5710
O 2.4122 -0.7197 -5.6712
C 1.2100 -1.3429 -5.2973
C 0.0724 -0.3842 -4.9246
C -1.2820 -1.0958 -4.8987
N -0.0359 0.6200 -6.0008
H 4.0034 0.3365 -4.8858
H 3.3939 -1.0168 -3.9350
H 2.5040 0.5210 -3.9602
H 0.8927 -1.9716 -6.1258
H 1.3420 -1.9266 -4.3743
H 0.1584 0.0170 -3.9053
H -1.6458 -1.3892 -5.8866
H -2.0977 -0.3979 -4.6617
H -1.3824 -1.8543 -4.1166
H 0.9204 0.8483 -6.2617
H -0.5379 1.4405 -5.6870
C -0.6844 3.1402 -0.4693
C -1.8824 2.7962 -1.3429
O -1.4799 2.4952 -2.6709
H -1.0033 3.3924 0.5470
H -0.0835 3.9248 -0.9161
H -0.1452 2.2131 -0.2523
H -2.5215 3.6879 -1.3709
H -2.5300 2.0100 -0.9427
H -2.0740 2.8748 -3.3190
C -4.5739 -3.8079 3.6462
C -4.6854 -5.2792 4.0246
O -3.9216 -5.6005 5.1824
H -5.1878 -3.1229 4.2304
H -4.9787 -3.6820 2.6329
H -3.5327 -3.4950 3.5431
H -4.2731 -5.8969 3.2226
H -5.7472 -5.5016 4.1151
H -2.9940 -5.5740 4.9400
```

## Properties
SMILES string: COC[C@H](C)N.COC[C@H](C)N.COC[C@H](C)N.COC[C@H](C)N.COC[C@H](C)N.COC[C@H](C)N.COC[C@H](C)N.COC[C@H](C)N.CCO.CCO
Charge: 0
HOMO level in eV: -8.258
Gap between HOMO and LUMO in eV: 8.58

*two*
Computed, not measured: a 10-piece molecular cluster, C36H100N8O10 overall, with wB97M-V/def2-TZVPD.

Structure (XYZ):
```
154
C36H100N8O10 | the OMol25 dataset | wB97M-V/def2-TZVPD
C -4.9414 1.1519 1.7464
O -4.5333 0.0866 2.5680
C -5.5591 -0.8385 2.8300
C -4.8491 -2.0031 3.5497
C -3.5580 -2.5344 2.8957
N -5.7299 -3.1788 3.6911
H -5.1846 0.7012 0.7778
H -4.1286 1.8521 1.5150
H -5.6512 1.8747 2.1625
H -6.3364 -0.4487 3.4991
H -6.0275 -1.1410 1.8836
H -4.5870 -1.6244 4.5437
H -3.8774 -3.2735 2.1560
H -2.8424 -3.0987 3.4983
H -2.9913 -1.7451 2.4040
H -5.3558 -3.8009 4.4069
H -6.5469 -2.8306 4.2050
C -2.0642 1.8877 -3.6026
O -1.4329 2.9827 -4.1955
C -1.9528 3.3701 -5.4428
C -0.7965 3.9539 -6.2770
C -1.2532 4.7156 -7.5467
N 0.1371 2.9252 -6.7621
H -1.9032 0.9134 -4.0790
H -3.1473 2.0309 -3.4781
H -1.7257 1.7840 -2.5678
H -2.4313 2.5712 -6.0138
H -2.6122 4.2459 -5.3579
H -0.2675 4.6456 -5.6163
H -0.4341 4.7429 -8.2552
H -1.5280 5.7086 -7.1834
H -2.1589 4.2795 -7.9714
H 0.2392 2.1523 -6.1010
H -0.2968 2.4261 -7.5385
C -4.1362 -6.3255 1.5432
O -3.8437 -5.7284 0.2963
C -4.9762 -5.0668 -0.1865
C -4.6607 -4.0440 -1.2779
C -3.7591 -2.8867 -0.8299
N -5.9208 -3.5014 -1.8677
H -3.4221 -7.1124 1.7884
H -5.0897 -6.8556 1.4545
H -4.1762 -5.6571 2.4046
H -5.7243 -5.7682 -0.5740
H -5.4484 -4.4091 0.5609
H -4.0531 -4.5730 -2.0288
H -4.2965 -2.1255 -0.2485
H -3.2112 -2.4222 -1.6459
H -3.1035 -3.2194 -0.0176
H -5.9352 -4.0269 -2.7451
H -5.6707 -2.5829 -2.2288
C -1.7870 3.9330 -0.7260
O -1.0077 3.4579 0.3727
C 0.0657 4.3351 0.6774
C 0.9703 3.7873 1.7458
C 0.3314 3.6408 3.1178
N 2.1641 4.6145 1.9229
H -2.3677 4.7962 -0.3890
H -2.5128 3.1591 -0.9607
H -1.1116 4.1653 -1.5479
H 0.7248 4.5125 -0.1809
H -0.3914 5.2741 1.0111
H 1.3177 2.7817 1.4819
H 0.0915 4.6051 3.5805
H 0.9683 3.2607 3.9244
H -0.4847 2.9172 3.1126
H 2.6429 4.7658 1.0396
H 1.9354 5.5291 2.2971
C 6.2317 -0.0969 -1.6554
O 5.0792 -0.5000 -0.9474
C 5.3208 -0.4321 0.4546
C 4.8746 0.9201 0.9827
C 5.1251 1.2069 2.4281
N 3.4492 1.0981 0.7375
H 6.0096 0.0598 -2.7146
H 7.0478 -0.8234 -1.6648
H 6.6040 0.8885 -1.3690
H 4.6719 -1.1804 0.9256
H 6.3361 -0.7382 0.7140
H 5.4365 1.6828 0.4194
H 6.1030 0.9117 2.8262
H 4.4749 0.5484 3.0177
H 4.9744 2.2511 2.6946
H 3.1003 2.0495 0.6788
H 3.1068 0.7544 -0.1588
C -0.5967 -3.9068 -2.8299
O 0.8061 -3.8912 -2.8227
C 1.2920 -2.5546 -2.9901
C 2.8145 -2.5236 -3.1229
C 3.4655 -2.9164 -1.7901
N 3.3242 -1.1949 -3.5038
H -0.9247 -3.3254 -1.9544
H -1.0344 -4.9009 -2.7806
H -1.0821 -3.4111 -3.6818
H 0.7195 -2.0078 -3.7423
H 1.1086 -2.1546 -1.9786
H 3.1111 -3.2556 -3.8827
H 3.0824 -2.2887 -0.9805
H 4.5425 -2.7440 -1.8116
H 3.3738 -3.9656 -1.5013
H 2.6158 -0.4820 -3.3323
H 3.9981 -0.9605 -2.7822
C 1.3412 0.0762 4.5162
O 0.3494 0.3344 5.5090
C -0.1280 -0.8997 6.0250
C -1.2266 -0.6312 7.0058
C -1.9252 -1.9534 7.3971
N -2.2218 0.3538 6.5460
H 0.9451 -0.5872 3.7424
H 2.1797 -0.3646 5.0612
H 1.6515 0.9964 4.0257
H -0.4608 -1.5364 5.1992
H 0.6182 -1.4437 6.6220
H -0.8607 -0.1886 7.9389
H -1.0748 -2.5539 7.7339
H -2.3305 -2.5087 6.5468
H -2.7453 -1.7689 8.0828
H -1.7014 1.1894 6.2966
H -2.6121 0.0011 5.6736
C 5.8113 3.4086 -2.6131
O 4.4924 3.6986 -2.9609
C 3.6373 2.5882 -3.0303
C 2.2857 2.9682 -3.6561
C 1.6867 4.1540 -2.8968
N 1.3645 1.8469 -3.8012
H 5.9646 2.8521 -1.6825
H 6.2722 4.3896 -2.4757
H 6.4172 2.9067 -3.3798
H 4.1012 1.7697 -3.5921
H 3.4012 2.1652 -2.0421
H 2.4798 3.3683 -4.6567
H 0.6455 4.3389 -3.1811
H 2.2090 5.0720 -3.1700
H 1.6267 3.9699 -1.8186
H 0.4256 2.2118 -3.9191
H 1.3642 1.3574 -2.9073
C -0.1048 -0.2060 1.1563
C -0.5338 0.3688 -0.1825
O 0.4350 1.2234 -0.7818
H 0.6287 -1.0010 1.0197
H -0.9678 -0.5648 1.7191
H 0.3182 0.5597 1.8098
H -1.4251 0.9836 0.0098
H -0.8877 -0.3419 -0.9299
H 0.3217 2.1026 -0.3988
C 2.4307 -3.0216 2.4706
C 2.6083 -4.0958 1.3858
O 2.6396 -5.4329 1.9187
H 1.3948 -2.6864 2.4031
H 3.0743 -2.1739 2.2250
H 2.6787 -3.3209 3.4852
H 3.5147 -3.9730 0.7910
H 1.8175 -4.1477 0.6274
H 1.7186 -5.6845 2.0303
```

## Properties
SMILES string: COC[C@H](C)N.COC[C@H](C)N.COC[C@H](C)N.COC[C@H](C)N.COC[C@H](C)N.COC[C@H](C)N.COC[C@H](C)N.COC[C@H](C)N.CCO.CCO
Charge: 0
HOMO level in eV: -8.970
Gap between HOMO and LUMO in eV: 9.34

The computed energies, referenced to the most stable structure and given in eV, are *one* 0.174; *two* 0.000.